1.
{
  "formula": "C2H5N3O",
  "method": "ωB97M-V/def2-TZVPD",
  "elements": ["C", "C", "N", "N", "N", "O", "H", "H", "H", "H", "H"],
  "positions_angstrom": [[-1.28618, 0.30402, -0.39047], [1.21128, 0.07648, 0.29041], [1.03858, -1.13301, -0.03005], [-0.12344, -1.68747, 0.29397], [-1.18818, -0.92992, 0.02579], [2.24518, 0.91068, -0.13079], [-0.51660, 1.08325, -0.68182], [-2.24610, 0.47575, -0.84778], [0.69474, 0.54435, 1.27248], [-2.01356, -1.49491, 0.08290], [2.18428, 1.85078, 0.11536]],
  "mulliken_charge": [-0.39, -0.06, -0.11, -0.68, 0.20, -0.46, 0.29, 0.24, 0.36, 0.27, 0.34],
  "total_charge": 0,
  "gap_ev": [7.925, 7.924]
}



2.
{
  "formula": "C12H18AsS8SbTc",
  "method": "ωB97M-V/def2-TZVPD",
  "elements": ["Tc", "C", "C", "C", "C", "C", "C", "C", "C", "C", "C", "C", "C", "H", "H", "H", "H", "H", "H", "H", "H", "H", "H", "H", "H", "H", "H", "H", "H", "H", "H", "S", "Sb", "S", "S", "S", "S", "As", "S", "S", "S"],
  "positions_angstrom": [[0.33883, 0.29832, -0.62643], [-2.42287, 1.55869, 0.91386], [-1.50801, 0.38225, 0.69549], [-0.47032, 0.11296, 1.61548], [-0.37650, 0.88983, 2.90056], [0.48551, -0.89194, 1.31963], [1.63680, -1.11854, 2.26015], [0.25418, -1.80601, 0.23429], [1.18306, -2.96674, 0.01332], [-0.90705, -1.66915, -0.56027], [-1.21109, -2.69892, -1.61346], [-1.74775, -0.53338, -0.39176], [-2.95406, -0.38365, -1.28101], [-3.31740, 1.25538, 1.46346], [-2.74185, 1.99388, -0.02889], [-1.92499, 2.34228, 1.47819], [-0.01572, 0.24309, 3.69806], [-1.34981, 1.26864, 3.19774], [0.31115, 1.73232, 2.82616], [1.96993, -0.19192, 2.71493], [2.49073, -1.56120, 1.75831], [1.32588, -1.79773, 3.05906], [0.96423, -3.75481, 0.73861], [2.22350, -2.68081, 0.13859], [1.07115, -3.38752, -0.98037], [-1.27761, -3.68485, -1.15079], [-0.42642, -2.73738, -2.36830], [-2.14574, -2.50343, -2.12462], [-2.66833, -0.36670, -2.33326], [-3.51900, 0.51614, -1.06815], [-3.62502, -1.23064, -1.12922], [2.66306, 2.23475, 1.65104], [4.65460, 3.68585, 1.28414], [2.72395, 0.01205, -0.89291], [2.12699, 1.82668, -0.30830], [4.98692, 3.55133, -0.87776], [0.73968, 3.44698, -4.80480], [0.63767, 3.73108, -2.61591], [-0.69889, 1.81824, -2.18906], [0.15419, 0.21420, -3.02532], [2.36642, 2.85041, -3.59047]],
  "mulliken_charge": [0.02, -2.65, 1.92, 1.28, -2.02, 0.49, -2.04, 1.08, -2.05, 1.20, -2.17, 0.37, -2.01, 0.35, 0.50, 0.55, 0.45, 0.54, 0.28, 0.48, 0.30, 0.38, 0.35, 0.40, 0.50, 0.42, 0.43, 0.41, 0.45, 0.29, 0.51, -0.33, 0.62, -0.07, 0.15, -0.38, -0.17, 0.39, -0.06, -0.13, -0.02],
  "total_charge": 1,
  "gap_ev": 6.449
}



Looking at energy relative to the best compared isomer or geometry (same formula, charge and spin) for the records above, in order, we have 5.578, 0.000 eV.
Looking at DFT total energy for the records above, in order, we have -318.5455, -6210.3028 hartree.
Looking at largest force on an atom for the records above, in order, we have 0.0857, 0.0076 Eh/bohr.